C5H29O11 as an isolated structure. Source: OMol25; level of theory: ωB97M-V with the def2-TZVPD basis set.

Results
net charge = -1
energy = -1035.5518 Eh
energy above the lowest of the compared OMol25 structures with the same formula, charge and spin = 24.41 kcal/mol
frontier orbital gap = 8.98 eV
spin multiplicity = 1

Last column: Mulliken charge in e.
Element x y z (Å)
1 C -0.1386 -1.5468 -1.8651  -0.0191
2 O 0.8056 -0.5663 -1.8439  -0.7793
3 C 0.0979 -2.6461 -0.7900  -0.4311
4 C -1.3104 -3.2046 -0.3514  -1.0909
5 C -2.0381 -2.2887 0.5885  -0.2008
6 C -1.7303 -2.8576 2.0450  -0.6157
7 O -1.7678 -1.9622 3.0899  -0.5365
8 H -1.1322 -1.1235 -1.5119  -0.2435
9 H -0.3503 -1.7756 -2.9460  0.2541
10 H 0.5965 -3.4503 -1.2799  0.3499
11 H 0.8904 -2.3580 -0.0271  0.1363
12 H -1.2731 -4.2381 -0.1020  0.5544
13 H -1.8915 -3.2183 -1.2709  0.3906
14 H -1.7200 -1.2589 0.4250  0.2941
15 H -3.1054 -2.2407 0.3851  0.2682
16 H -2.5982 -3.4421 1.9945  0.3540
17 H -0.7469 -3.4572 2.1185  0.2788
18 H -1.2964 -1.1428 3.0394  0.2826
19 H 0.8339 1.6572 2.9117  0.3897
20 H 1.4393 3.0091 3.1421  0.4230
21 O 0.6107 2.5186 3.2911  -0.7088
22 H 2.0687 1.8085 -2.7636  0.4749
23 H 1.3567 0.4416 -3.2015  0.3868
24 O 1.7860 1.2870 -3.5274  -0.8011
25 H -2.9278 0.8325 -1.9611  0.3813
26 H -4.0619 -0.2232 -1.6363  0.2894
27 O -3.9001 0.6890 -1.8053  -0.6634
28 H -0.4221 0.6649 -2.5332  0.4564
29 H -0.5276 1.5378 -3.8587  0.3158
30 O -1.0046 1.1573 -3.1075  -0.7275
31 H -0.0810 3.6377 2.5970  0.4813
32 H -1.2470 3.8280 1.6329  0.2534
33 O -0.4155 4.2590 1.8111  -0.7222
34 H 0.7967 -0.3226 2.9844  0.2113
35 H 1.7150 0.0327 1.6610  0.5768
36 O 1.5914 0.0859 2.6504  -0.8015
37 H 3.6622 1.7599 -1.3379  0.3162
38 H 2.2666 1.4089 -0.6607  0.5105
39 O 2.7314 2.1629 -1.2134  -0.8810
40 H 2.7332 -0.3108 -0.0666  0.2991
41 H 1.2504 -0.0747 -0.7790  0.4731
42 O 1.9160 0.1832 0.1594  -1.1218
43 H 1.7871 4.2415 1.3382  0.2985
44 H 2.3572 2.9195 0.9448  0.3673
45 O 2.3943 3.5865 1.6303  -0.7232

---

C5H2AuO6 as an isolated structure. Source: OMol25; level of theory: ωB97M-V with the def2-TZVPD basis set.

Results
net charge = +3
energy = -777.3090 Eh
energy above the lowest of the compared OMol25 structures with the same formula, charge and spin = 25.41 kcal/mol
frontier orbital gap (alpha / beta) = 10.67 / 8.37 eV
spin multiplicity = 3

Last column: Mulliken charge in e.
Element x y z (Å)
1 O 1.3589 -2.7162 -1.0900  0.0120
2 C 0.8729 -1.7456 -0.7125  0.1570
3 Au -0.0685 0.1131 -0.3855  1.5451
4 O -0.5256 0.8560 -3.1970  0.0590
5 C -0.3505 0.5707 -2.1331  0.3589
6 C -0.9008 1.7902 0.5254  0.1558
7 O -1.3989 2.7812 0.8348  0.0055
8 C 1.8350 0.9746 -0.1548  0.2328
9 O 2.8474 1.5002 -0.2041  0.0163
10 C -1.8692 -0.9192 -0.0528  0.2325
11 O -2.8886 -1.4328 -0.0463  0.0169
12 O 0.3174 -0.5146 1.9242  -0.5554
13 H -0.0071 0.1516 2.6201  0.3817
14 H 0.7776 -1.4093 2.0716  0.3819

---

The molecule C5H2Cl2S. Source: OMol25; level of theory: ωB97M-V with the def2-TZVPD basis set.

Results
net charge = 0
structure (SMILES) = S=C1C=CC(Cl)=C1Cl
energy = -1510.2393 Eh
energy above the lowest of the compared OMol25 structures with the same formula, charge and spin = 7.80 kcal/mol
frontier orbital gap = 7.11 eV
spin multiplicity = 1

Last column: Mulliken charge in e.
Element x y z (Å)
1 S -2.5131 -0.3334 -1.1123  -0.2182
2 C -1.2965 0.0104 -0.1140  0.2919
3 C -1.4671 0.6076 1.2727  -0.3721
4 C -0.3000 0.8119 1.8888  -0.5144
5 C 0.7687 0.3699 0.8729  0.5019
6 Cl 2.4006 0.4668 1.1572  -0.1584
7 C 0.1422 -0.0614 -0.3020  -0.1216
8 Cl 0.8746 -0.8977 -1.6520  -0.1666
9 H -2.4613 0.9620 1.6495  0.3503
10 H -0.0928 1.2687 2.8480  0.4072

---

The molecule C5H2ClFS. Source: OMol25; level of theory: ωB97M-V with the def2-TZVPD basis set.

Results
net charge = 0
structure (SMILES) = C#CC(=S)/C(F)=C\Cl
energy = -1149.8535 Eh
energy above the lowest of the compared OMol25 structures with the same formula, charge and spin = 9.91 kcal/mol
frontier orbital gap = 7.61 eV
spin multiplicity = 1

Last column: Mulliken charge in e.
Element x y z (Å)
1 C 1.7112 -0.6520 -1.6407  0.2368
2 C 1.0556 0.0761 -0.9229  -0.4936
3 C 0.3501 1.0058 -0.1131  -0.0394
4 S 0.7448 2.5828 -0.1595  -0.1740
5 C -0.7447 0.5160 0.7520  0.3574
6 F -1.3258 1.4882 1.4572  -0.2613
7 C -1.2497 -0.7100 0.9543  -0.2791
8 Cl -0.7558 -2.1802 0.2476  -0.1326
9 H 2.2687 -1.3260 -2.2549  0.4100
10 H -2.0544 -0.8007 1.6801  0.3758

---

The molecule C5H2N2O. Source: OMol25; level of theory: ωB97M-V with the def2-TZVPD basis set.

Results
net charge = 0
structure (SMILES) = N#CC1=CC(=O)N=C1
energy = -376.3265 Eh
energy above the lowest of the compared OMol25 structures with the same formula, charge and spin = 54.61 kcal/mol
frontier orbital gap = 8.11 eV
spin multiplicity = 1

Last column: Mulliken charge in e.
Element x y z (Å)
1 N 0.5639 2.7527 1.7527  -0.3897
2 C 0.5773 1.5830 1.2391  0.1854
3 C 0.2066 0.2044 0.7480  0.3056
4 C -1.1184 -0.1059 0.2763  -0.4284
5 C -0.8334 -0.9891 -0.9314  0.5450
6 O -1.3604 -1.3725 -2.0324  -0.4818
7 N 0.5284 -1.4150 -0.9417  -0.3992
8 C 1.1485 -0.5617 -0.2011  -0.1112
9 H -2.0208 0.4063 0.2368  0.4276
10 H 2.3082 -0.5022 -0.1463  0.3466

---

The molecule C5H2N2S. Source: OMol25; level of theory: ωB97M-V with the def2-TZVPD basis set.

Results
net charge = 0
structure (SMILES) = N#CC(C#N)=CC=S
energy = -699.3442 Eh
energy above the lowest of the compared OMol25 structures with the same formula, charge and spin = 1.51 kcal/mol
frontier orbital gap = 7.44 eV
spin multiplicity = 1

Last column: Mulliken charge in e.
Element x y z (Å)
1 N 1.8023 2.4791 0.0022  -0.3859
2 C 1.3962 1.3643 -0.0842  0.0077
3 C 1.0277 -0.0340 0.0680  0.7142
4 C 2.0428 -1.0540 0.0404  0.0066
5 N 2.7576 -1.9976 -0.0957  -0.3872
6 C -0.2673 -0.4838 0.1429  -0.0983
7 C -1.4518 0.4145 0.0437  -0.4014
8 S -2.9132 -0.2816 -0.0489  -0.1705
9 H -0.4406 -1.5926 0.1906  0.3926
10 H -1.3544 1.4858 -0.0195  0.3223